Record 1
10
Properties=species:S:1:pos:R:3:forces:R:3:lowdin_charge:R:1 method="wB97M-V/def2-TZVPD" total_charge=0 homo_energy_ev=-8.439 homo_lumo_gap_ev=7.861 energy_ev=-30544.296 lumo_ev=-0.58 de_lowest_kcal_mol=48.5
P 0.36520 1.94069 0.03525 -1.387 -1.884 0.611 0.757
C 0.80404 0.16448 -0.41374 1.653 -0.212 -0.523 -0.831
P -0.37157 -1.04406 0.17125 -3.295 1.177 -0.201 0.537
S -2.31398 -1.08591 -1.36701 2.987 -0.048 2.505 -0.169
H 0.02610 1.51595 1.37669 0.755 0.601 -0.095 -0.128
H -0.96071 1.40274 -0.14855 -0.137 1.235 -0.545 -0.137
H 1.84779 -0.14332 -0.19868 -0.528 0.270 0.312 0.041
H 0.73894 0.01309 -1.48708 -0.073 0.449 -0.407 0.016
H 0.38451 -2.14538 0.44174 0.311 -1.089 -0.183 -0.073
H -0.52031 -0.61826 1.59014 -0.287 -0.500 -1.474 -0.014

Record 2
10
Properties=species:S:1:pos:R:3:forces:R:3:lowdin_charge:R:1 method="wB97M-V/def2-TZVPD" total_charge=0 homo_energy_ev=-8.815 homo_lumo_gap_ev=9.304 energy_ev=-33639.406 lumo_ev=0.49 de_lowest_kcal_mol=11.3
C -0.54044 1.35512 1.02768 1.559 0.034 -0.396 -0.522
S -0.35266 -0.31856 1.60882 -0.927 -0.845 0.853 0.331
S -1.97893 -1.15719 0.58876 1.778 0.292 -0.858 0.299
H -0.00043 1.31085 0.09259 -0.300 0.430 -0.742 0.003
H 0.13218 2.00208 1.62981 -1.098 -0.073 0.101 0.045
H -1.58707 1.58966 0.86428 0.157 0.501 0.422 0.020
H -1.19522 -1.11988 -0.56603 -1.157 -0.345 0.656 -0.195
S 2.04664 -1.75365 -1.41298 -0.761 1.439 -0.978 0.417
H 0.89790 -1.39388 -2.11748 0.983 -0.494 0.639 -0.199
H 2.57802 -0.51455 -1.71545 -0.234 -0.939 0.304 -0.199

Record 3
11
Properties=species:S:1:pos:R:3:forces:R:3:mulliken_spin:R:1 method="wB97M-V/def2-TZVPD" total_charge=+1 homo_energy_ev="-12.328 / -12.326" homo_lumo_gap_ev="7.107 / 3.473" energy_ev=-44466.204 s_squared=0.754 lumo_ev="-5.22 / -8.85" de_lowest_kcal_mol=7.5 spin_multiplicity=2
S -3.89413 -0.32594 -1.25884 -0.309 -0.369 0.197 0.001
S -2.43924 0.99140 -0.67638 0.134 -0.018 -0.211 0.001
H -4.30685 0.26736 -2.38722 0.048 0.202 -0.007 0.000
H -1.49181 0.45678 -1.46326 0.219 0.182 0.007 0.000
C 0.90283 -0.68670 1.10675 -0.405 0.570 1.003 -0.018
S 1.50305 0.91354 0.51519 1.167 -1.074 -0.497 0.645
S 3.51029 0.57838 0.83223 -0.919 -0.158 -0.286 0.297
H 1.03636 -0.63748 2.19265 -0.259 -0.228 0.040 0.036
H -0.15578 -0.76974 0.86031 -0.056 0.263 0.042 0.008
H 1.44622 -1.53950 0.73565 0.413 0.064 -0.455 0.012
H 3.88906 0.75189 -0.45708 -0.032 0.568 0.168 0.018

Record 4
9
Properties=species:S:1:pos:R:3:forces:R:3:lowdin_charge:R:1 method="wB97M-V/def2-TZVPD" total_charge=0 homo_energy_ev=-8.730 homo_lumo_gap_ev=8.952 energy_ev=-19844.757 lumo_ev=0.22 de_lowest_kcal_mol=59.8
C -1.67570 -1.19808 0.11410 0.627 1.761 -0.201 -0.317
Si -1.10906 0.45402 0.06379 -0.492 -1.656 0.031 0.667
H -1.58925 -1.85650 -0.73642 0.073 -0.001 -0.131 -0.049
H -2.16776 -1.62074 0.96903 -0.127 -0.036 0.302 -0.054
H -1.18441 1.41462 1.15938 -0.128 -0.011 0.281 -0.119
H -0.41748 1.03911 -1.07968 0.066 -0.054 -0.284 -0.118
S 4.03461 -0.13485 0.03905 0.365 -0.151 -0.010 0.473
H 3.49141 1.05487 0.26819 -0.125 0.266 0.050 -0.238
H 2.85122 -0.69926 -0.17703 -0.258 -0.119 -0.038 -0.245

Record 5
9
Properties=species:S:1:pos:R:3:forces:R:3:lowdin_charge:R:1 method="wB97M-V/def2-TZVPD" total_charge=0 homo_energy_ev=-9.409 homo_lumo_gap_ev=10.285 energy_ev=-19847.014 lumo_ev=0.88 de_lowest_kcal_mol=7.8
C 1.29459 0.44196 0.07083 -0.976 -1.767 -0.264 -0.309
Si -0.47648 0.05631 -0.26545 -1.071 -1.123 -2.379 0.249
S -1.30390 -1.31461 1.20551 1.913 0.587 0.864 0.357
H 1.31515 1.05097 0.91461 0.300 0.524 2.108 -0.001
H 1.83545 -0.50964 0.13076 0.317 0.604 0.134 0.041
H 1.63074 1.11627 -0.65668 0.748 0.486 -1.630 0.004
H -0.62011 -0.95455 -1.63513 0.224 1.851 1.751 -0.025
H -1.19265 1.41844 -0.47106 0.231 -1.170 0.228 -0.049
H -2.48279 -1.30516 0.70662 -1.686 0.009 -0.811 -0.268

Record 6
9
Properties=species:S:1:pos:R:3:forces:R:3:mulliken_spin:R:1 method="wB97M-V/def2-TZVPD" total_charge=0 homo_energy_ev="-7.768 / -10.136" homo_lumo_gap_ev="8.692 / 8.442" energy_ev=-16884.680 s_squared=2.006 lumo_ev="0.92 / -1.69" de_lowest_kcal_mol=20.7 spin_multiplicity=3
C -0.52646 -0.67102 1.40688 0.443 -1.151 1.606 0.886
Si 0.62334 1.11153 -1.21663 0.486 1.070 1.160 0.898
Si -0.20951 -0.88561 -0.39363 1.000 1.250 0.398 0.100
H -1.63360 -0.61929 1.64044 1.603 0.000 0.131 0.027
H 0.23959 -0.90392 2.23075 -1.560 0.596 -1.147 0.010
H 1.48149 1.81779 -0.09971 -0.439 -0.661 -1.005 0.031
H -0.51507 2.04421 -1.36197 -0.075 0.128 -0.284 0.028
H 0.55201 -1.85653 -1.12956 0.767 -1.025 0.293 0.018
H -1.50511 -1.10318 -0.80551 -2.226 -0.207 -1.152 0.003

Record 7
15
Properties=species:S:1:pos:R:3:forces:R:3:lowdin_charge:R:1 method="wB97M-V/def2-TZVPD" total_charge=-1 homo_energy_ev=-4.557 homo_lumo_gap_ev=6.310 energy_ev=-89657.507 lumo_ev=1.75 de_lowest_kcal_mol=18.6
O 3.76863 -1.65977 -0.16974 -0.223 0.505 -0.527 -0.020
N 3.11481 -0.69729 -0.43527 0.483 -0.744 0.553 -0.112
O 2.58645 -0.18934 0.69595 -0.002 0.684 0.033 -0.238
C 1.69949 0.94094 0.43849 -1.045 -0.426 0.772 -0.416
Nb -0.37951 0.26079 -0.27345 1.568 0.560 -0.084 0.830
P -2.67150 -0.76112 -0.87217 -1.045 0.286 0.639 0.137
O -3.91852 0.16626 -0.13490 1.262 -1.040 -0.482 -0.541
Br -2.76451 -2.76862 0.18686 -0.199 0.005 -0.065 -0.023
H 2.12794 1.66825 -0.27749 -0.023 -0.458 0.292 0.035
H 1.54083 1.41657 1.42849 0.422 -0.183 -0.564 0.029
H 0.36557 -1.13518 -1.16483 -0.338 -0.174 -0.803 -0.146
H -0.27130 1.21327 -1.85572 -0.075 0.281 -0.170 -0.189
H -1.17554 1.76253 0.42827 -0.544 0.322 -0.381 -0.168
H -0.48565 -0.64609 1.29700 -0.054 0.089 0.543 -0.153
H -3.53718 0.42878 0.70849 -0.187 0.293 0.244 -0.025

Record 8
12
Properties=species:S:1:pos:R:3:forces:R:3:lowdin_charge:R:1 method="wB97M-V/def2-TZVPD" total_charge=+1 homo_energy_ev=-15.546 homo_lumo_gap_ev=10.994 energy_ev=-25936.166 lumo_ev=-4.55 de_lowest_kcal_mol=0.0
C -0.31607 -1.55829 -0.25605 -3.262 -0.724 1.623 -0.183
P -0.05312 0.23288 -0.17363 -0.625 1.346 -0.896 0.535
N 1.53235 0.61356 0.07097 -1.263 -2.473 -1.298 -0.065
N -0.75327 1.05652 1.06933 0.979 -1.392 -1.894 -0.070
Cl -0.77927 1.26887 -2.05857 1.006 -1.673 2.514 0.201
H 0.45745 -2.03500 -0.79356 1.123 -0.366 -0.526 0.034
H -1.31523 -1.89246 -0.77496 1.799 1.192 0.821 0.116
H -0.41099 -2.02747 0.81970 0.524 1.187 -1.892 0.119
H 2.13318 0.11531 -0.59302 0.374 0.926 0.305 0.096
H 1.61227 1.59254 0.20342 0.982 1.003 0.009 0.063
H -0.66064 2.03960 0.86849 -0.936 0.409 0.833 0.073
H -1.44666 0.59392 1.61787 -0.702 0.564 0.401 0.081